No. 1
ORCA calculation (ωB97M-V/def2-TZVPD) on C4H11NS2 in the gas phase at a distorted geometry.

Cartesian coordinates (Å):
S1 -1.271 0.584 -1.588
S2 0.866 0.679 -1.213
C1 1.140 -1.063 -0.722
C2 0.038 -1.760 0.035
C3 -0.203 -0.943 1.277
N1 0.444 0.149 1.813
C4 -0.323 0.936 2.854
H1 -1.653 1.630 -0.869
H2 1.439 -1.578 -1.624
H3 2.116 -1.002 -0.220
H4 -0.798 -1.747 -0.689
H5 0.284 -2.802 0.287
H6 -0.426 -1.604 2.223
H7 -1.292 -0.460 1.005
H8 1.328 0.005 2.246
H9 -1.291 1.199 2.370
H10 -0.414 0.215 3.751
H11 0.173 1.880 2.977

For the HOMO-LUMO gap, the calculation gives 0.3012 Eh. The relative energy (zero: lowest compared OMol25 entry of this formula, charge and spin) comes out at 229.3 kJ/mol. Its lowest unoccupied orbital energy is 0.0129 Ha. The value obtained for the strongest force on any atom is 7.40 eV/Å.

Atom charges from the natural (NBO) analysis, given in e for atoms 1 to 8: S -0.17; S 0.12; C -0.52; C -0.44; C -0.22; N -0.64; C -0.41; H 0.13



No. 2
ORCA calculation (ωB97M-V/def2-TZVPD) on a molecular structure, C12H13Cl2CoNO3Tb at a distorted geometry.

Cartesian coordinates (Å):
Tb1 -1.074 -1.781 -2.652
Co1 0.150 1.431 -1.117
Cl1 -3.095 -2.276 -3.982
Cl2 -0.754 3.186 -1.858
C1 1.867 1.325 -1.431
C2 0.644 -2.274 -4.418
C3 -0.173 0.114 -3.814
O1 2.994 1.339 -1.743
O2 1.243 -2.448 -5.396
O3 0.060 0.849 -4.678
C4 1.072 1.051 2.255
N1 -0.391 1.227 2.398
C5 -0.719 2.600 2.862
C6 -1.133 0.851 1.110
C7 -0.669 -0.478 0.607
C8 -0.702 -1.650 1.378
C9 -0.114 -2.795 0.852
C10 0.587 -2.791 -0.373
C11 0.842 -1.539 -1.027
C12 -0.055 -0.490 -0.653
H1 1.447 1.622 1.405
H2 1.298 -0.002 2.151
H3 1.549 1.431 3.159
H4 -0.727 0.528 3.087
H5 -0.424 3.331 2.098
H6 -1.800 2.659 3.055
H7 -0.162 2.793 3.778
H8 -2.214 0.894 1.342
H9 -0.867 1.656 0.354
H10 -1.201 -1.612 2.348
H11 -0.162 -3.713 1.447
H12 1.043 -3.700 -0.769
H13 1.640 -1.340 -1.776

For the HOMO-LUMO gap (alpha / beta), the calculation gives 0.2109 / 0.2355 Eh. Its lowest unoccupied orbital energy (alpha / beta) is -0.6573 / -0.6419 Ha. The multiplicity is 11. Its expectation value of S² is 30.223. As for the net charge: +4. The value obtained for the strongest force on any atom is 9.38 eV/Å.

Atom charges from the Mulliken analysis, given in e for atoms 1 to 8: Tb 1.38; Co -0.33; Cl -0.14; Cl -0.08; C 0.29; C 0.23; C 0.14; O -0.05



No. 3
ORCA calculation (ωB97M-V/def2-TZVPD) on 9 unconnected molecules or ions with the total composition C4H26O9 at a distorted geometry.

Cartesian coordinates (Å):
C1 3.314 10.215 5.372
O1 4.479 10.897 5.822
H1 3.011 10.540 4.373
H2 3.542 9.150 5.258
H3 2.530 10.292 6.120
H4 5.232 10.543 5.345
C2 1.638 8.869 0.531
O2 1.293 9.104 1.882
H5 2.377 9.606 0.206
H6 2.064 7.859 0.511
H7 0.792 8.844 -0.161
H8 0.331 9.265 1.950
C3 0.097 11.984 3.428
O3 -0.636 12.145 4.624
H9 0.447 12.915 2.963
H10 1.076 11.529 3.590
H11 -0.522 11.384 2.765
H12 -1.441 12.667 4.482
C4 -3.954 11.415 1.540
O4 -3.519 10.663 2.669
H13 -4.722 12.131 1.843
H14 -3.172 12.061 1.127
H15 -4.303 10.750 0.755
H16 -3.855 11.067 3.469
O5 0.214 12.709 7.165
H17 -0.459 12.635 6.465
H18 0.985 13.067 6.716
O6 -0.390 9.312 5.187
H19 -1.336 9.484 5.409
H20 -0.025 10.190 5.002
O7 -1.395 8.979 2.519
H21 -1.957 9.778 2.534
H22 -1.139 8.818 3.454
O8 -2.782 13.939 4.493
H23 -3.291 14.410 5.162
H24 -2.986 14.389 3.665
O9 -2.871 10.130 5.733
H25 -3.557 9.575 6.128
H26 -3.157 11.035 5.901

For the HOMO-LUMO gap, the calculation gives 0.3222 Eh. The relative energy (zero: lowest compared OMol25 entry of this formula, charge and spin) comes out at 320.8 kJ/mol. Its lowest unoccupied orbital energy is -0.0191 Ha. The value obtained for the strongest force on any atom is 1.13 eV/Å.

Atom charges from the natural (NBO) analysis, given in e for atoms 1 to 8: C -0.25; O -0.73; H 0.16; H 0.17; H 0.19; H 0.46; C -0.25; O -0.77



No. 4
ORCA calculation (ωB97M-V/def2-TZVPD) on a molecular structure, C28H29F3IMnNO9S3.

Cartesian coordinates (Å):
Mn1 -1.100 1.138 0.408
O1 -0.054 -0.505 -1.037
S1 0.782 -1.507 -1.765
C1 1.058 -0.862 -3.444
C2 1.834 0.441 -3.591
C3 1.142 1.709 -3.089
C4 -0.021 2.194 -3.962
S2 -1.679 2.036 -3.158
O2 -1.385 1.714 -1.734
C5 -2.205 0.487 -3.898
C6 -2.525 -0.573 -3.067
C7 -2.961 -1.763 -3.637
C8 -3.086 -1.878 -5.013
C9 -2.794 -0.795 -5.834
C10 -2.359 0.397 -5.276
C11 2.444 -1.340 -1.129
C12 3.357 -2.361 -1.357
C13 4.649 -2.233 -0.868
C14 5.009 -1.098 -0.151
C15 4.081 -0.093 0.084
C16 2.786 -0.211 -0.403
H1 0.045 -0.804 -3.853
H2 1.570 -1.680 -3.960
H3 2.073 0.552 -4.653
H4 2.794 0.337 -3.080
H5 1.885 2.506 -3.045
H6 0.792 1.571 -2.066
H7 -0.078 1.661 -4.910
H8 0.074 3.256 -4.185
H9 -2.434 -0.463 -1.994
H10 -3.214 -2.597 -2.996
H11 -3.429 -2.807 -5.450
H12 -2.912 -0.875 -6.906
H13 -2.152 1.249 -5.914
H14 3.061 -3.250 -1.902
H15 5.371 -3.020 -1.040
H16 6.018 -1.000 0.229
H17 4.356 0.788 0.649
H18 2.049 0.557 -0.212
F1 -4.652 1.227 2.577
C17 -5.198 1.284 1.365
F2 -6.001 2.348 1.306
F3 -5.936 0.186 1.178
S3 -3.899 1.407 0.069
O3 -4.610 1.420 -1.174
O4 -3.081 0.191 0.307
O5 -3.112 2.571 0.418
C18 0.478 -4.047 1.606
N1 0.841 -2.658 1.779
C19 2.136 -2.366 2.364
C20 -0.030 -1.672 1.519
O6 0.195 -0.482 1.698
H19 0.384 -4.556 2.569
H20 1.241 -4.560 1.017
H21 -0.472 -4.116 1.079
H22 2.187 -2.742 3.389
H23 2.281 -1.290 2.372
H24 2.923 -2.838 1.773
H25 -0.977 -2.028 1.090
I1 0.487 1.575 9.428
C21 0.243 1.732 7.361
C22 -0.889 1.194 6.764
C23 -1.047 1.305 5.393
C24 -0.081 1.946 4.626
C25 1.047 2.482 5.235
C26 1.213 2.377 6.607
C27 -0.279 2.034 3.143
O7 0.676 2.625 2.496
O8 -1.295 1.554 2.640
H26 -1.639 0.697 7.363
H27 -1.921 0.899 4.900
H28 1.791 2.980 4.629
H29 2.089 2.793 7.085
O9 1.469 3.139 0.385
C28 0.599 2.509 0.851

For the HOMO-LUMO gap (alpha / beta), the calculation gives 0.2954 / 0.3208 Eh. The relative energy (zero: lowest compared OMol25 entry of this formula, charge and spin) comes out at 96.6 kJ/mol. Its lowest unoccupied orbital energy (alpha / beta) is 0.0017 / 0.0016 Ha. The multiplicity is 6. Its expectation value of S² is 8.753. The value obtained for the strongest force on any atom is 0.45 eV/Å.

Atom charges from the Mulliken analysis, given in e for atoms 1 to 8: Mn 2.00; O 0.00; S -0.12; C -0.17; C -1.33; C 0.52; C -0.99; S -0.17



No. 5
ORCA calculation (ωB97M-V/def2-TZVPD) on 4 unconnected molecules or ions with the total composition C20H46FN2O11.

Cartesian coordinates (Å):
N1 -0.018 -3.307 1.483
C1 -1.238 -2.407 1.847
O1 -1.180 -1.306 1.456
N2 -2.229 -3.066 2.568
C2 -3.159 -3.832 1.800
O2 -3.887 -3.395 1.001
F1 -3.042 -5.119 2.128
H1 0.832 -2.876 1.869
H2 -0.076 -4.269 1.826
H3 0.119 -3.315 0.462
H4 -1.927 -3.538 3.417
C3 4.471 -6.831 -2.953
O3 4.060 -5.482 -3.015
C4 2.716 -5.296 -2.642
C5 2.477 -3.871 -2.198
O4 2.959 -3.564 -0.892
C6 4.375 -3.417 -0.750
C7 4.951 -2.155 -1.348
O5 5.053 -2.277 -2.751
C8 5.088 -1.026 -3.405
H5 3.909 -7.456 -3.655
H6 5.524 -6.859 -3.222
H7 4.349 -7.237 -1.942
H8 2.445 -5.984 -1.828
H9 2.058 -5.502 -3.498
H10 1.392 -3.729 -2.144
H11 2.871 -3.169 -2.935
H12 4.891 -4.292 -1.147
H13 4.544 -3.381 0.328
H14 5.949 -1.997 -0.917
H15 4.321 -1.296 -1.080
H16 4.191 -0.437 -3.183
H17 5.132 -1.222 -4.474
H18 5.970 -0.444 -3.115
C9 3.459 5.012 2.315
O6 2.854 4.384 1.207
C10 3.796 3.936 0.252
C11 3.213 2.835 -0.600
O7 3.145 1.569 0.048
C12 2.141 1.385 1.022
C13 0.752 1.206 0.454
O8 0.191 2.439 0.070
C14 -0.795 2.315 -0.932
H19 4.000 5.918 2.021
H20 2.664 5.287 3.005
H21 4.157 4.337 2.823
H22 4.701 3.568 0.752
H23 4.081 4.767 -0.407
H24 3.889 2.679 -1.442
H25 2.238 3.130 -0.993
H26 2.148 2.176 1.775
H27 2.411 0.445 1.518
H28 0.119 0.747 1.226
H29 0.806 0.527 -0.411
H30 -0.384 1.850 -1.836
H31 -1.140 3.317 -1.176
H32 -1.653 1.725 -0.591
C15 -7.347 5.064 1.537
O9 -6.893 3.784 1.155
C16 -6.672 3.676 -0.238
C17 -5.698 2.563 -0.540
O10 -4.343 2.887 -0.269
C18 -3.930 2.893 1.084
C19 -3.721 1.515 1.666
O11 -4.943 0.894 2.019
C20 -4.831 -0.505 2.036
H33 -8.318 5.299 1.088
H34 -7.452 5.060 2.620
H35 -6.630 5.842 1.250
H36 -6.278 4.619 -0.637
H37 -7.621 3.456 -0.747
H38 -5.733 2.380 -1.615
H39 -6.000 1.647 -0.025
H40 -4.605 3.475 1.714
H41 -2.956 3.388 1.078
H42 -3.091 1.607 2.564
H43 -3.187 0.897 0.931
H44 -4.557 -0.891 1.049
H45 -5.800 -0.915 2.317
H46 -4.080 -0.833 2.771

For the HOMO-LUMO gap, the calculation gives 0.2293 Eh. Its lowest unoccupied orbital energy is -0.1712 Ha. As for the net charge: +1. The value obtained for the strongest force on any atom is 0.60 eV/Å.

Atom charges from the Mulliken analysis, given in e for atoms 1 to 8: N -0.19; C 0.11; O -0.29; N -0.09; C 0.55; O -0.30; F -0.21; H 0.37



No. 6
ORCA calculation (ωB97M-V/def2-TZVPD) on 2 unconnected molecules or ions with the total composition C2H2N2O2 at a distorted geometry.

Cartesian coordinates (Å):
O1 2.537 0.294 -0.024
C1 1.674 -0.486 -0.109
N1 -0.199 1.069 0.237
C2 -1.004 0.171 0.336
N2 -1.591 -0.909 0.376
O2 0.928 -1.377 -0.206
H1 -0.258 2.003 -0.107
H2 -2.087 -0.766 -0.503

For the HOMO-LUMO gap, the calculation gives 0.3938 Eh. The relative energy (zero: lowest compared OMol25 entry of this formula, charge and spin) comes out at 90.5 kJ/mol. Its lowest unoccupied orbital energy is 0.0198 Ha. The value obtained for the strongest force on any atom is 1.57 eV/Å.

What are the natural (NBO) partial charges on each atom? They are as follows, in elementary charge units: O -0.53; C 1.03; N -0.78; C 0.68; N -0.69; O -0.53; H 0.43; H 0.39



Number 6 is which compound?
C2H2N2O2



Which value of strongest force on any atom does entry 3 give?
1.13 eV/Å